Record 1
Formula: C5H10N3O2
Source: the OMol25 dataset
Level of theory: ωB97M-V/def2-TZVPD

Summary:
Multiplicity = 1
E_LUMO = -0.2104 hartree
Net charge = +1
HOMO = -15.0332 eV

Each line ends with the Mulliken charge.
Element x y z (Å)
C1 2.87310 -1.22346 -0.08233  0.62
C2 -1.43741 0.95815 -1.20092  -1.48
C3 -0.33134 -1.11917 -0.69725  -1.65
C4 -1.38134 0.10999 1.23005  -1.41
C5 -0.66605 0.18625 -0.16751  1.54
N1 1.01393 1.90373 0.48387  0.45
N2 2.27617 -0.82231 0.88486  -0.42
N3 0.54223 0.92747 0.15419  0.22
O1 3.16297 -1.48239 -1.15674  -0.32
O2 1.85033 2.60977 0.86347  -0.42
H1 -1.01116 0.79210 -2.14546  0.46
H2 -2.46547 0.52264 -1.28065  0.36
H3 -1.34196 2.01551 -1.08339  0.47
H4 -1.26896 -1.61852 -0.93142  0.48
H5 0.05667 -1.87713 0.01122  0.38
H6 0.37816 -0.88355 -1.54370  0.42
H7 -1.92376 0.98498 1.77382  0.35
H8 -2.10043 -0.72675 1.02530  0.38
H9 -0.68658 -0.19513 2.06987  0.37
H10 2.46088 -1.06217 1.79273  0.20

***

Record 2
Formula: C5H10N3S
Source: the OMol25 dataset
Level of theory: ωB97M-V/def2-TZVPD

Summary:
Multiplicity = 1
E_LUMO = -0.1540 hartree
Net charge = +1
HOMO = -12.9506 eV

Each line ends with the Mulliken charge.
Element x y z (Å)
C1 -0.32727 -1.30891 0.84087  0.54
C2 1.87358 -1.59053 0.56884  -0.41
C3 1.77389 -0.53198 -0.57487  -0.51
C4 -1.46600 1.13964 -0.75820  -0.54
C5 -2.38889 0.83969 0.48903  -0.69
N1 0.70083 -1.73650 1.32337  -0.28
N2 0.47901 -0.25837 -0.90835  -0.60
N3 0.01174 1.09058 -0.45537  -0.03
S1 -1.95313 -1.07639 0.97898  -0.07
H1 2.33892 -2.64665 0.28168  0.30
H2 2.65304 -1.17648 1.24228  0.28
H3 2.49283 0.28157 -0.17714  0.32
H4 2.28228 -0.88799 -1.42348  0.38
H5 -1.70991 0.42585 -1.57105  0.35
H6 -1.68635 2.21238 -1.00128  0.38
H7 -2.25065 1.34875 1.45825  0.39
H8 -3.38522 0.84503 0.14869  0.41
H9 0.39301 1.80337 -1.05573  0.40
H10 0.16828 1.22695 0.59348  0.38

***

Record 3
Formula: C5H10N4
Source: the OMol25 dataset
Level of theory: ωB97M-V/def2-TZVPD

Summary:
Multiplicity = 1
E_LUMO = 0.0351 hartree
SMILES = C1=N[C@H]2CNC[C@H]2NN1
HOMO = -8.2781 eV

Each line ends with the Mulliken charge.
Element x y z (Å)
C1 1.80892 0.87086 -0.38272  -0.15
N1 0.81717 1.48954 0.11126  -0.63
C2 -0.31830 0.78898 0.66414  0.21
C3 -1.66576 1.05715 -0.11144  -0.83
N2 -2.23836 -0.22661 -0.41394  -0.38
C4 -1.13045 -1.13249 -0.51244  -0.69
C5 -0.21992 -0.84122 0.62696  0.01
N3 1.18462 -1.20899 0.43521  -0.34
N4 2.02170 -0.49160 -0.40168  -0.30
H1 2.60043 1.40275 -0.80326  0.47
H2 -0.51062 1.22610 1.63832  0.28
H3 -1.36218 1.62166 -1.00003  0.30
H4 -2.35385 1.68948 0.43434  0.34
H5 -2.96571 -0.53260 0.22926  0.32
H6 -0.58974 -1.00142 -1.47572  0.28
H7 -1.49477 -2.23493 -0.44240  0.31
H8 -0.57554 -1.27491 1.56488  0.33
H9 1.64017 -1.36915 1.31080  0.27
H10 2.26897 -0.92310 -1.27901  0.23

***

Record 4
Formula: C5H10N4
Source: the OMol25 dataset
Level of theory: ωB97M-V/def2-TZVPD

Summary:
Multiplicity = 1
E_LUMO = 0.0296 hartree
SMILES = CN(C)/N=C1/CC=NN1
HOMO = -7.7830 eV

Each line ends with the Mulliken charge.
Element x y z (Å)
C1 1.33903 0.73899 -2.12833  -0.63
N1 1.07106 -0.59243 -1.48126  0.04
C2 2.18021 -1.15521 -0.64209  -0.89
N2 -0.14783 -0.92226 -0.81050  -0.72
C3 -0.58607 -0.19223 0.15778  0.16
C4 -1.96043 -0.47599 0.78956  -0.05
C5 -1.90529 0.58379 1.89276  -0.26
N3 -0.80104 1.19905 1.88324  -0.90
N4 -0.06548 0.87335 0.83717  0.38
H1 1.84315 1.47806 -1.34418  0.21
H2 2.04778 0.51481 -3.01455  0.28
H3 0.17969 1.18355 -2.40646  0.22
H4 2.41400 -0.62645 0.22426  0.32
H5 1.86746 -2.18427 -0.41794  0.31
H6 3.13313 -1.29564 -1.23951  0.30
H7 -2.64468 -0.27121 -0.10864  0.20
H8 -2.07586 -1.49753 1.20292  0.27
H9 -2.59409 0.71335 2.67830  0.45
H10 1.02779 1.08519 1.00712  0.31

***

Record 5
Formula: C5H10N4
Source: the OMol25 dataset
Level of theory: ωB97M-V/def2-TZVPD

Summary:
Multiplicity = 3
E_LUMO (alpha / beta) = 0.0260 / -0.0549 hartree
HOMO (alpha / beta) = -3.3065 / -9.1461 eV

Each line ends with the Mulliken spin population.
Element x y z (Å)
C1 0.97873 1.81587 -0.96101  0.50
C2 -0.00203 0.12906 -0.03093  0.13
C3 -1.21408 -1.88059 1.19994  -0.02
C4 -1.54196 2.07041 -0.71868  0.12
C5 1.89512 -1.38087 0.18146  0.04
N1 1.90437 0.91862 -0.73677  0.34
N2 -1.40842 -0.64892 0.46113  0.81
N3 -0.23463 1.39111 -0.66429  -0.10
N4 1.27876 -0.16326 -0.16500  0.00
H1 1.19150 2.69069 -1.61518  0.12
H2 -1.10640 -2.77329 0.55815  0.05
H3 -2.15790 -1.82700 1.83603  0.01
H4 -0.35963 -1.96674 1.87162  0.01
H5 -2.06250 1.42904 0.03126  0.01
H6 -1.29063 3.10904 -0.41185  -0.05
H7 -2.09101 2.08248 -1.61022  0.02
H8 1.18987 -2.06867 0.16979  0.01
H9 2.73263 -1.52630 -0.59751  -0.02
H10 2.29824 -1.40070 1.20206  0.01

***

Record 6
Formula: C5H10N4O
Source: the OMol25 dataset
Level of theory: ωB97M-V/def2-TZVPD

Summary:
Multiplicity = 1
E_LUMO = 0.0196 hartree
SMILES = Nc1n[nH]c(CCCO)n1
HOMO = -7.9507 eV

Each line ends with the Mulliken charge.
Element x y z (Å)
N1 -2.00941 -2.46696 2.03447  -0.42
C1 -1.19746 -1.71453 1.19897  0.35
N2 -1.65925 -1.43901 -0.05919  -0.90
N3 -0.58757 -0.82138 -0.65444  0.28
C2 0.52230 -0.80017 0.25833  0.45
C3 1.78790 -0.08229 -0.14259  -0.54
C4 1.38286 1.52319 -0.11676  -0.74
C5 0.17141 1.91710 -0.80796  -0.35
O1 0.33560 1.39476 -2.20786  -0.59
N4 0.12078 -1.28775 1.39587  -0.72
H1 -1.98773 -2.45201 3.05938  0.25
H2 -2.99243 -2.50016 1.70576  0.27
H3 -0.62439 -0.59169 -1.68115  0.36
H4 1.93693 -0.31988 -1.29477  0.25
H5 2.55503 -0.31931 0.60955  0.35
H6 2.27979 1.99006 -0.60864  0.32
H7 1.40596 1.84738 0.91575  0.41
H8 -0.79423 1.57533 -0.35260  0.35
H9 0.13573 3.07728 -0.76951  0.27
H10 -0.78184 1.47004 -2.48262  0.36

***

Record 7
Formula: C5H10N4O2P
Source: the OMol25 dataset
Level of theory: ωB97M-V/def2-TZVPD

Summary:
Multiplicity = 1
E_LUMO = 0.1257 hartree
Net charge = -1
HOMO = -2.9409 eV

Each line ends with the Mulliken charge.
Element x y z (Å)
C1 -1.97050 0.61034 -0.44571  0.39
C2 -0.52838 -1.64180 2.64896  -1.33
C3 1.18545 2.80024 -1.84215  -1.17
C4 -0.47858 -1.70721 1.10890  -0.38
C5 1.11808 1.55557 -1.03327  0.72
N1 -0.09036 -0.89993 -2.51024  -1.06
N2 -3.00852 0.25166 -0.80785  -0.50
N3 -0.21714 -1.97936 -2.17860  1.15
N4 -0.29156 -3.00053 -1.63990  -0.99
O1 0.12879 -0.52897 0.66000  -0.24
O2 0.45010 1.81410 0.32613  -0.35
P1 -0.67825 0.86167 0.87336  0.07
H1 -1.16899 -0.83225 3.11280  0.34
H2 -0.77124 -2.69929 3.04972  0.32
H3 0.38077 -1.27474 2.99271  0.42
H4 0.83311 3.68104 -1.33360  0.29
H5 2.23998 3.02086 -2.16434  0.28
H6 0.56282 2.65843 -2.76116  0.35
H7 -1.42721 -1.89079 0.76358  0.39
H8 0.22699 -2.54276 0.91159  0.33
H9 2.07116 1.23211 -0.56324  0.25
H10 0.48896 0.72812 -1.34904  -0.28

***

Record 8
Formula: C5H10N5O2
Source: the OMol25 dataset
Level of theory: ωB97M-V/def2-TZVPD

Summary:
Multiplicity = 1
E_LUMO = -0.1500 hartree
Net charge = +1
HOMO = -13.2633 eV

Each line ends with the Mulliken charge.
Element x y z (Å)
C1 -2.79193 0.45146 0.30923  0.64
C2 0.72531 -3.16185 0.38657  0.50
C3 2.65977 0.26922 -0.79259  -0.59
C4 2.00164 0.10403 0.41440  -0.36
C5 0.58760 0.38430 0.49713  0.54
N1 1.36705 -3.69541 1.22883  -0.39
N2 -1.74323 0.83863 0.95284  -1.24
N3 -0.57594 0.45357 0.72204  0.90
N4 0.31195 3.44352 0.15661  -0.75
N5 -2.58933 -0.96615 -0.73316  -0.51
O1 -3.92973 0.78233 0.28927  -0.43
O2 0.12119 -2.38509 -0.25598  -0.48
H1 3.78554 0.27109 -0.82471  0.30
H2 2.03677 0.54884 -1.63138  0.27
H3 2.50579 -0.37634 1.23046  0.42
H4 1.91385 -4.65220 1.37055  0.35
H5 -2.85474 -1.88489 -0.23865  0.34
H6 0.61766 3.23431 -0.87778  0.23
H7 -0.45200 4.13348 -0.06104  0.27
H8 -3.14526 -0.85357 -1.58349  0.36
H9 -1.58417 -1.11430 -1.01457  0.33
H10 1.03221 4.17501 0.45542  0.27

***

Record 9
Formula: C5H10NO
Source: the OMol25 dataset
Level of theory: ωB97M-V/def2-TZVPD

Summary:
Multiplicity = 1
E_LUMO = 0.1486 hartree
SMILES = [O-]C[C@H]1CCCN1
Net charge = -1
HOMO = -2.3249 eV

Each line ends with the Mulliken charge.
Element x y z (Å)
O1 -2.77528 -0.11766 -0.66833  -0.85
C1 -1.96701 -0.49887 0.31107  -0.73
C2 -0.50001 -0.71508 -0.12558  0.15
C3 -0.03045 0.44908 -1.00619  -0.81
C4 1.45804 0.52170 -0.73519  -0.50
C5 1.50591 0.28387 0.77511  -0.56
N1 0.46257 -0.74171 1.02025  -0.53
H1 -1.93820 0.27237 1.15318  0.15
H2 -2.24265 -1.44104 0.87205  0.26
H3 -0.47132 -1.63294 -0.70438  0.23
H4 -0.29072 0.31699 -2.05146  0.33
H5 -0.60932 1.33656 -0.72710  0.29
H6 1.96681 -0.29834 -1.23082  0.27
H7 1.87643 1.48104 -1.05440  0.34
H8 2.47872 -0.02790 1.09963  0.33
H9 1.17413 1.18706 1.28798  0.29
H10 -0.09768 -0.37513 1.78418  0.35

***

Record 10
Formula: C5H10NO
Source: the OMol25 dataset
Level of theory: ωB97M-V/def2-TZVPD

Summary:
Multiplicity = 1
E_LUMO = 0.1457 hartree
SMILES = CC[C@@]1(C)CN1[O-]
Net charge = -1
HOMO = -1.7400 eV

Each line ends with the Mulliken charge.
Element x y z (Å)
C1 0.12995 1.68877 0.45252  -0.90
C2 0.05095 0.28449 1.09507  -1.02
C3 0.14438 -0.98603 0.14982  1.00
C4 -1.17262 -1.14744 -0.68129  -1.20
C5 1.55850 -0.99484 -0.62401  -0.71
N1 1.16655 -1.98947 0.43988  -0.36
O1 0.81024 -3.21004 -0.14220  -0.82
H1 1.05588 1.87348 -0.02327  0.35
H2 -0.24669 2.33610 1.38244  0.25
H3 -0.62661 1.67822 -0.35254  0.23
H4 -0.96635 0.33734 1.52054  0.33
H5 0.87092 0.07872 1.91314  0.35
H6 -2.14830 -1.33573 -0.14445  0.31
H7 -1.19319 -2.02660 -1.24647  0.47
H8 -1.34696 -0.12630 -1.16548  0.16
H9 1.38718 -1.21850 -1.72542  0.32
H10 2.25746 -0.10372 -0.36031  0.26

***

Record 11
Formula: C5H10NO
Source: the OMol25 dataset
Level of theory: ωB97M-V/def2-TZVPD

Summary:
Multiplicity = 1
E_LUMO = 0.1426 hartree
SMILES = C=CCCNC[O-]
Net charge = -1
HOMO = -2.5794 eV

Each line ends with the Mulliken charge.
Element x y z (Å)
C1 2.77665 0.10427 0.22148  -0.68
C2 1.58498 -0.45276 -0.09788  -0.17
C3 0.64980 0.18771 -1.06458  -0.69
C4 -0.58429 0.89246 -0.39282  -0.67
N1 -1.02293 0.16405 0.75557  -0.33
C5 -2.22303 -0.84643 0.62028  -0.23
O1 -3.29700 -0.58802 1.30711  -0.83
H1 3.67319 -0.46013 0.46623  0.26
H2 2.77954 1.13292 0.58377  0.23
H3 1.25118 -1.34807 0.42370  0.32
H4 0.25083 -0.54799 -1.75818  0.30
H5 1.19874 0.95303 -1.61814  0.36
H6 -0.27516 1.91998 -0.19481  0.43
H7 -1.32118 0.83893 -1.20672  0.31
H8 -1.38033 0.69592 1.54177  0.18
H9 -1.64360 -1.76376 0.90911  0.11
H10 -2.41739 -0.88210 -0.49590  0.10

***

Record 12
Formula: C5H10NO
Source: the OMol25 dataset
Level of theory: ωB97M-V/def2-TZVPD

Summary:
Multiplicity = 2
E_LUMO (alpha / beta) = 0.0245 / -0.0653 hartree
HOMO (alpha / beta) = -9.5253 / -9.5179 eV

Each line ends with the Mulliken spin population.
Element x y z (Å)
C1 -2.59766 0.17382 0.37034  -0.03
O1 -3.28991 0.40537 1.52380  0.85
C2 -1.11714 -0.37240 0.60390  0.00
C3 -0.14146 -0.33521 -0.64562  0.01
C4 1.41754 -0.36906 -0.13556  0.00
C5 3.48867 0.64320 -0.76066  0.00
N1 2.51461 -0.25174 -1.05757  0.00
H1 -2.42610 1.08678 -0.31273  0.11
H2 -3.11603 -0.50822 -0.49088  0.07
H3 -0.75938 0.34058 1.38089  0.00
H4 -1.23705 -1.42344 1.06097  0.00
H5 -0.59492 -0.94766 -1.47298  0.00
H6 -0.29364 0.67758 -1.01413  0.00
H7 1.53633 0.28057 0.72458  0.00
H8 1.35222 -1.42592 0.25702  0.00
H9 4.04179 1.00115 -1.65505  0.00
H10 3.91402 0.99563 0.14048  0.00

***

Record 13
Formula: C5H10NO
Source: the OMol25 dataset
Level of theory: ωB97M-V/def2-TZVPD

Summary:
Multiplicity = 1
E_LUMO = -0.1309 hartree
SMILES = CC#C[C@](C)([NH3+])O
Net charge = +1
HOMO = -14.0826 eV

Each line ends with the Mulliken charge.
Element x y z (Å)
C1 -2.90395 -0.97400 -1.27434  -0.91
C2 -1.62955 -0.41786 -0.81210  0.21
C3 -0.69380 -0.22855 -0.10966  -0.51
C4 0.82237 0.05113 0.60008  1.09
C5 0.78974 1.39215 1.29369  -1.23
N1 1.89440 0.22361 -0.49947  -0.50
O1 1.37486 -1.06552 1.24981  -0.51
H1 -3.56896 -0.62508 -0.38142  0.27
H2 -2.69823 -2.00157 -1.30119  0.29
H3 -3.31760 -0.60223 -2.31558  0.29
H4 1.70858 1.55179 1.88345  0.36
H5 0.76835 2.22792 0.49206  0.36
H6 -0.22457 1.48328 1.90629  0.34
H7 1.80543 0.87151 -1.34156  0.37
H8 2.31492 -0.72529 -0.78078  0.38
H9 2.77041 0.53972 -0.13799  0.35
H10 0.78760 -1.70103 1.52869  0.36